a | Formula: C32H48AsBrNO6RuS4Si2
Source: OMol25
Level of theory: wB97M-V/def2-TZVPD

Results
- ⟨S²⟩: 0.759
- Net charge: -2
- Spin multiplicity: 2
- Molecular weight: 983.07 g mol⁻¹
- E_HOMO (spin up / spin down): -1.2 / -1.5 eV

XYZ file:
```
96
Properties=species:S:1:pos:R:3:lowdin_spin:R:1
Ru 0.747 2.855 -0.590 0.66
S 2.117 0.995 -0.778 0.03
C 3.711 1.667 -0.998 0.01
C 4.809 0.836 -1.252 0.00
C 6.084 1.353 -1.406 0.02
C 6.294 2.727 -1.311 0.00
C 5.218 3.563 -1.060 0.02
C 3.928 3.054 -0.901 0.01
S 2.588 4.135 -0.555 0.20
H 4.639 -0.233 -1.330 0.00
H 6.916 0.685 -1.602 0.00
H 7.289 3.141 -1.430 0.00
H 5.365 4.634 -0.975 0.00
C -2.152 3.332 -5.708 0.00
Si -2.205 1.587 -5.020 0.00
C -3.787 0.775 -5.647 0.00
C -0.737 0.604 -5.640 0.00
C -2.243 1.574 -3.153 0.00
C -3.307 1.062 -2.417 0.00
C -3.284 1.044 -1.024 0.00
C -2.142 1.497 -0.388 0.00
N -1.103 1.945 -1.073 0.00
C -1.145 2.061 -2.413 0.00
S 0.261 2.892 -2.979 0.02
H -2.280 3.319 -6.795 0.00
H -1.200 3.805 -5.467 0.00
H -2.945 3.947 -5.276 0.00
H -3.803 0.796 -6.739 0.00
H -4.677 1.301 -5.290 0.00
H -3.859 -0.269 -5.330 0.00
H -0.683 0.606 -6.732 0.00
H -0.796 -0.432 -5.298 0.00
H 0.182 1.035 -5.241 0.00
H -4.178 0.671 -2.934 0.00
H -4.121 0.674 -0.446 0.00
H -2.023 1.510 0.689 0.00
O 0.955 1.127 3.772 0.00
As 1.167 2.620 2.791 0.00
O 0.359 2.284 1.361 0.02
O 2.757 2.959 2.909 0.01
C -0.052 3.785 3.723 0.00
C -0.636 3.418 4.929 0.00
C -1.550 4.255 5.553 0.00
C -1.870 5.473 4.962 0.00
C -1.283 5.858 3.767 0.00
C -0.362 5.017 3.136 0.00
S -0.552 5.850 0.488 0.00
O -1.891 6.216 0.950 0.00
O 0.297 5.387 2.013 0.00
O -0.590 4.552 -0.232 0.00
H 1.864 0.854 3.950 0.00
H -0.378 2.460 5.362 0.00
H -2.011 3.959 6.488 0.00
H -2.585 6.135 5.437 0.00
H -1.530 6.801 3.300 0.00
C 0.568 -5.259 -1.217 0.00
C -0.516 -4.832 -0.218 0.00
C -1.832 -4.799 -1.010 0.00
C -0.624 -5.923 0.858 0.00
Si -0.087 -3.110 0.555 0.00
Br -0.497 -1.614 -1.060 0.00
C 1.775 -2.921 0.979 0.00
C 2.312 -4.137 1.751 0.00
C 1.988 -1.667 1.844 0.00
C 2.637 -2.719 -0.278 0.00
C -1.263 -2.645 2.010 0.00
C -1.247 -1.132 2.275 0.00
C -0.889 -3.367 3.313 0.00
C -2.717 -3.004 1.664 0.00
H 0.256 -6.191 -1.703 0.00
H 1.529 -5.445 -0.738 0.00
H 0.714 -4.509 -1.996 0.00
H -2.002 -5.790 -1.450 0.00
H -1.787 -4.072 -1.821 0.00
H -2.696 -4.558 -0.394 0.00
H -0.776 -6.895 0.372 0.00
H -1.469 -5.759 1.528 0.00
H 0.278 -5.998 1.468 0.00
H 1.739 -4.349 2.657 0.00
H 3.343 -3.931 2.058 0.00
H 2.330 -5.044 1.144 0.00
H 1.557 -1.767 2.840 0.00
H 1.594 -0.760 1.381 0.00
H 3.066 -1.511 1.964 0.00
H 2.571 -3.539 -0.993 0.00
H 3.684 -2.637 0.037 0.00
H 2.381 -1.789 -0.785 0.00
H -0.290 -0.747 2.619 0.00
H -1.986 -0.907 3.053 0.00
H -1.521 -0.569 1.386 0.00
H 0.085 -3.052 3.686 0.00
H -0.880 -4.455 3.210 0.00
H -1.626 -3.114 4.083 0.00
H -3.035 -2.532 0.732 0.00
H -3.368 -2.629 2.462 0.00
H -2.883 -4.079 1.585 0.00
```

---

b | Formula: C32H48AsBrNO6RuS4Si2
Source: OMol25
Level of theory: wB97M-V/def2-TZVPD

Results
- ⟨S²⟩: 0.763
- Net charge: -2
- Spin multiplicity: 2
- Molecular weight: 983.07 g mol⁻¹
- E_HOMO (spin up / spin down): -1.6 / -1.7 eV

XYZ file:
```
96
Properties=species:S:1:pos:R:3:lowdin_spin:R:1
Ru 1.602 0.593 -0.430 0.80
S 3.572 1.839 -0.384 0.08
C 4.172 1.979 -2.025 0.00
C 5.193 2.864 -2.351 0.01
C 5.687 2.934 -3.653 0.00
C 5.153 2.114 -4.636 0.01
C 4.127 1.227 -4.311 0.00
C 3.639 1.147 -3.011 0.00
S 2.376 0.030 -2.559 0.04
H 5.597 3.511 -1.579 0.00
H 6.475 3.638 -3.897 0.00
H 5.520 2.168 -5.654 0.00
H 3.693 0.593 -5.077 0.00
C 3.028 0.177 5.292 0.00
Si 1.931 -1.243 4.770 0.00
C 2.981 -2.689 4.213 0.00
C 0.924 -1.821 6.251 0.00
C 0.741 -0.646 3.454 0.00
C -0.584 -0.343 3.769 0.00
C -1.442 0.221 2.842 0.00
C -0.958 0.476 1.568 0.00
N 0.286 0.172 1.234 0.00
C 1.140 -0.340 2.146 0.00
S 2.719 -0.426 1.426 0.00
H 3.759 -0.133 6.045 0.00
H 2.431 0.995 5.703 0.00
H 3.565 0.561 4.421 0.00
H 3.510 -3.111 5.074 0.00
H 3.714 -2.374 3.469 0.00
H 2.369 -3.480 3.770 0.00
H 1.591 -2.214 7.025 0.00
H 0.231 -2.617 5.963 0.00
H 0.344 -1.008 6.696 0.00
H -0.959 -0.541 4.769 0.00
H -2.463 0.472 3.096 0.00
H -1.552 0.935 0.788 0.00
O 0.593 3.198 -2.446 0.00
As -0.765 2.152 -2.186 0.00
O -1.661 1.875 -3.522 0.00
O -0.190 0.750 -1.426 0.03
C -1.998 2.997 -0.899 0.00
C -3.332 2.702 -1.194 0.00
C -4.363 3.140 -0.376 0.00
C -4.074 3.895 0.755 0.00
C -2.758 4.204 1.056 0.00
C -1.721 3.756 0.240 0.00
S -0.044 4.182 0.714 0.00
O -0.166 4.915 1.960 0.00
O 0.442 4.999 -0.402 0.00
O 0.633 2.895 0.825 0.00
H 0.674 3.885 -1.740 0.00
H -3.536 2.134 -2.094 0.00
H -5.389 2.892 -0.624 0.00
H -4.870 4.244 1.403 0.00
H -2.500 4.793 1.926 0.00
C 2.445 -3.777 -3.994 0.00
C 1.536 -4.784 -3.274 0.00
C 0.106 -4.475 -3.754 0.00
C 1.928 -6.195 -3.738 0.00
Si 1.713 -4.573 -1.368 0.00
Br 0.608 -2.694 -0.861 0.01
C 3.532 -4.271 -0.813 0.00
C 4.495 -5.307 -1.414 0.00
C 3.628 -4.338 0.719 0.00
C 4.018 -2.867 -1.210 0.00
C 0.831 -5.968 -0.357 0.00
C 0.569 -5.527 1.093 0.00
C 1.648 -7.266 -0.330 0.00
C -0.553 -6.277 -0.949 0.00
H 2.234 -3.821 -5.071 0.00
H 3.503 -4.008 -3.862 0.00
H 2.269 -2.750 -3.665 0.00
H 0.059 -4.643 -4.838 0.00
H -0.153 -3.433 -3.570 0.00
H -0.656 -5.100 -3.292 0.00
H 1.915 -6.227 -4.835 0.00
H 1.234 -6.958 -3.385 0.00
H 2.933 -6.477 -3.415 0.00
H 4.226 -6.337 -1.166 0.00
H 5.503 -5.125 -1.022 0.00
H 4.554 -5.222 -2.501 0.00
H 3.457 -5.344 1.109 0.00
H 2.931 -3.641 1.191 0.00
H 4.639 -4.037 1.022 0.00
H 4.058 -2.707 -2.285 0.00
H 5.033 -2.727 -0.817 0.00
H 3.391 -2.085 -0.789 0.00
H 1.483 -5.356 1.656 0.00
H 0.005 -6.317 1.608 0.00
H -0.024 -4.612 1.132 0.00
H 2.590 -7.145 0.208 0.00
H 1.875 -7.640 -1.331 0.00
H 1.073 -8.044 0.191 0.00
H -1.174 -5.380 -0.999 0.00
H -1.064 -6.999 -0.299 0.00
H -0.497 -6.716 -1.943 0.00
```

---

Which of them is the most stable? Correct choice: a.

---

a | Formula: CH3NO2S2
Source: OMol25
Level of theory: wB97M-V/def2-TZVPD

Results
- Molecular weight: 125.17 g mol⁻¹
- E_HOMO (spin up / spin down): -9.1 / -9.1 eV

XYZ file:
```
9
Properties=species:S:1:pos:R:3:nbo_charge:R:1
C -1.067 0.111 -0.043 0.10
N -0.084 0.898 -0.124 0.19
O -0.498 2.229 0.161 -0.50
O 1.158 0.581 -0.295 -0.52
S -2.597 -0.090 -0.472 0.26
S 0.374 -2.332 0.112 -0.37
H 0.319 2.639 0.341 0.49
H 1.427 -2.949 0.574 0.14
H 0.968 -1.087 -0.253 0.22
```

---

b | Formula: CH3NO2S2
Source: OMol25
Level of theory: wB97M-V/def2-TZVPD

Results
- Molecular weight: 125.17 g mol⁻¹
- E_HOMO: -8.1 eV

XYZ file:
```
9
Properties=species:S:1:pos:R:3:nbo_charge:R:1
O 0.231 -0.933 -1.246 -0.51
C 0.276 -0.153 -0.393 0.97
N -0.264 -0.755 1.224 -0.90
S -1.733 -1.541 1.135 0.18
O 0.429 1.148 -0.138 -0.63
S 0.704 2.225 -1.389 0.31
H -0.387 0.029 1.920 0.38
H -1.231 -2.489 0.352 0.11
H 1.975 2.468 -1.468 0.10
```

---

Which of them is the most stable? Correct choice: b.

---

a | Formula: CH3NO2S2
Source: OMol25
Level of theory: wB97M-V/def2-TZVPD

Results
- Molecular weight: 125.17 g mol⁻¹
- E_HOMO: -9.3 eV

XYZ file:
```
9
Properties=species:S:1:pos:R:3:nbo_charge:R:1
C 0.053 0.481 0.481 -0.04
N -0.182 -0.729 0.124 0.30
O 0.463 -1.706 -0.033 -0.41
O -1.603 -0.748 -0.252 -0.59
S 2.346 0.852 0.553 -0.13
S -0.944 1.914 0.265 0.12
H 2.501 -0.468 0.636 0.14
H -1.738 -1.504 -0.772 0.48
H -0.896 1.909 -1.000 0.12
```

---

b | Formula: CH3NO2S2
Source: OMol25
Level of theory: wB97M-V/def2-TZVPD

Results
- Molecular weight: 125.17 g mol⁻¹
- E_HOMO (spin up / spin down): -8.7 / -10.9 eV

XYZ file:
```
9
Properties=species:S:1:pos:R:3:nbo_charge:R:1
C 0.861 -0.998 -0.110 -0.55
N -1.120 0.889 0.165 -1.05
O 0.962 1.385 -1.118 -0.90
O 1.073 1.117 1.357 -0.90
S 2.247 -1.662 -0.319 0.33
S 0.520 0.766 0.090 2.25
H -1.464 -2.574 -0.224 0.00
H -1.558 0.759 -0.734 0.41
H -1.522 0.320 0.894 0.41
```

---

Which of them is the most stable? Correct choice: b.

---

a | Formula: C7H9N3O2
Source: OMol25
Level of theory: wB97M-V/def2-TZVPD

Results
- Molecular weight: 167.17 g mol⁻¹
- E_HOMO: -8.4 eV

XYZ file:
```
21
Properties=species:S:1:pos:R:3:nbo_charge:R:1
C 1.308 -3.271 0.589 -0.41
N 1.022 -1.971 1.235 -0.36
C 1.314 -1.930 2.639 -0.41
C 0.611 -0.952 0.569 0.57
N 0.388 -1.149 -0.723 -0.53
C -0.279 -0.147 -1.331 0.15
C -0.622 1.027 -0.617 -0.35
C -1.178 2.273 -1.345 0.79
O -1.293 3.317 -0.704 -0.63
O -1.445 2.164 -2.617 -0.66
C -0.380 1.098 0.704 0.14
N 0.330 0.182 1.363 -0.52
H 0.463 -3.958 0.350 0.21
H 1.925 -3.034 -0.330 0.23
H 1.852 -3.877 1.289 0.20
H 0.565 -2.430 3.221 0.20
H 2.344 -2.199 2.860 0.20
H 1.199 -0.934 2.749 0.25
H -0.694 -0.328 -2.395 0.22
H -1.664 3.065 -2.873 0.50
H -0.913 1.834 1.317 0.22
```

---

b | Formula: C7H9N3O2
Source: OMol25
Level of theory: wB97M-V/def2-TZVPD

Results
- Molecular weight: 167.17 g mol⁻¹
- E_HOMO: -9.4 eV

XYZ file:
```
21
Properties=species:S:1:pos:R:3:nbo_charge:R:1
C 0.047 2.468 2.983 -0.30
O 0.438 2.447 1.333 -0.54
C -0.222 1.336 0.929 0.86
O -1.145 0.913 1.678 -0.67
N 0.339 0.722 -0.026 -0.61
C -0.084 -0.527 -0.573 0.18
C -1.323 -1.204 -0.352 -0.30
C -1.652 -2.363 -1.053 0.04
N -0.757 -2.971 -1.876 -0.41
C 0.332 -2.186 -2.138 0.02
C 0.809 -1.114 -1.551 0.04
N 2.051 -0.501 -1.913 -0.80
H -0.967 2.906 2.996 0.21
H 0.851 3.202 3.712 0.21
H -0.193 1.375 3.616 0.25
H 0.933 1.425 -0.836 0.42
H -1.975 -0.564 0.259 0.26
H -2.768 -2.704 -0.951 0.21
H 0.984 -2.696 -2.921 0.20
H 2.462 -0.385 -0.993 0.37
H 1.841 0.419 -2.323 0.35
```

---

Which of them is the most stable? Correct choice: a.